10
Properties=species:S:1:pos:R:3:forces:R:3 method="wB97M-V/def2-TZVPD" homo_ev=-8.927 e_lumo_ev=0.3 energy_ha=-135.0090 smiles="C=N.C" fmax_ev_per_a=3.81 gap_ev=9.23
C -1.8645 0.0451 -0.4477 1.45 -1.29 2.29
N -0.8339 -0.6290 0.0785 -1.31 3.13 -1.74
C 2.2058 0.4078 0.4353 -1.33 0.60 0.15
H -2.3505 -0.4723 -1.2754 -0.18 1.12 -0.85
H -2.1707 1.0011 -0.0100 -1.10 -0.43 0.24
H -0.5208 -0.3692 -0.9325 0.88 -2.62 0.03
H 1.9101 1.3123 0.9819 0.79 -0.25 0.55
H 3.1042 0.5765 -0.1404 -0.05 0.02 -0.33
H 2.2854 -0.4810 1.0518 0.09 0.17 0.29
H 1.2609 0.3120 -0.1113 0.76 -0.44 -0.61



117
Properties=species:S:1:pos:R:3:forces:R:3 method="wB97M-V/def2-TZVPD" homo_ev="-6.820 / -6.789" e_lumo_ev="-1.9 / -2.0" energy_ha=-6030.0361 fmax_ev_per_a=0.91 gap_ev="4.87 / 4.83"
Pb -0.1767 0.0371 -0.8796 -0.03 -0.72 -0.56
C -9.1505 0.7497 3.7863 0.01 -0.02 -0.03
O -8.6818 0.2894 2.5336 -0.02 0.01 0.03
C -7.3398 0.3173 2.3167 0.00 0.00 0.01
C -6.4063 0.7545 3.2503 0.02 0.00 -0.01
C -5.0542 0.7357 2.9234 -0.01 -0.05 0.03
C -4.6173 0.2911 1.6845 -0.02 0.04 -0.06
C -5.5697 -0.1442 0.7572 0.01 0.07 -0.05
C -6.9144 -0.1302 1.0675 0.01 -0.02 0.00
C -3.1768 0.2234 1.3118 -0.05 -0.34 0.07
C -2.4525 1.4620 1.1648 0.19 0.10 -0.19
C -3.0094 2.7552 1.5780 -0.08 -0.02 0.04
C -2.0958 3.6873 1.2880 0.05 -0.01 -0.03
C -0.9551 2.9998 0.6686 0.11 0.21 0.12
N -1.2408 1.6288 0.6446 -0.05 -0.11 0.13
C 0.1232 3.6773 0.1894 -0.08 -0.19 -0.22
C 1.3425 3.0370 -0.5152 -0.31 0.10 -0.19
C 2.6641 3.7282 -0.3006 -0.08 0.05 -0.08
C 3.5021 2.8399 0.2185 0.06 -0.10 0.10
C 2.8021 1.5206 0.2725 0.07 -0.02 -0.02
C 3.4420 0.2706 0.6241 -0.02 -0.10 0.00
C 4.8995 0.3075 0.9166 0.05 0.01 -0.05
C 5.8266 0.8234 0.0029 -0.02 -0.07 -0.05
C 7.1785 0.8300 0.2747 -0.01 0.03 -0.01
C 7.6518 0.3096 1.4789 -0.01 -0.01 0.03
O 8.9970 0.3605 1.6604 0.01 -0.02 0.02
C 9.5151 -0.1998 2.8531 -0.01 0.02 -0.02
C 6.7539 -0.2183 2.3982 -0.01 -0.01 -0.03
C 5.3931 -0.2103 2.1079 0.00 0.07 0.04
C 2.8206 -0.9784 0.6462 0.10 0.14 -0.16
N 1.4889 -1.2440 0.6088 -0.07 0.23 0.23
C 1.3283 -2.5851 0.5732 -0.18 0.12 0.05
C 0.0931 -3.2606 0.6523 0.02 -0.12 -0.04
C 0.0719 -4.7488 0.6116 0.03 0.01 -0.02
C -0.7432 -5.4062 -0.3173 0.05 0.02 -0.02
C -0.7811 -6.7827 -0.3955 -0.03 0.01 0.00
C -0.0005 -7.5522 0.4653 0.02 0.00 0.01
O -0.0921 -8.8990 0.3085 0.01 -0.03 0.02
C 0.6876 -9.7100 1.1678 -0.03 0.01 -0.02
C 0.7991 -6.9239 1.4122 -0.01 0.03 0.00
C 0.8216 -5.5340 1.4779 -0.04 -0.02 0.04
C -1.1575 -2.6255 0.8558 0.10 0.17 0.06
C -2.3667 -3.2736 1.3826 -0.06 -0.01 0.01
C -3.2789 -2.3029 1.5714 0.01 -0.11 -0.04
C -2.6434 -1.0468 1.1625 -0.18 0.31 0.04
N -1.3911 -1.3152 0.7210 0.37 0.06 0.29
C 2.6501 -3.2293 0.5132 0.03 -0.05 -0.02
C 3.5630 -2.2517 0.6032 0.01 -0.02 0.01
N 1.5803 1.6568 -0.1447 -0.12 0.06 0.08
C -0.0277 5.1351 -0.0511 0.13 0.12 0.09
C -1.0439 5.5728 -0.8944 0.06 -0.01 -0.08
C -1.1988 6.9150 -1.2173 0.00 -0.02 0.02
C -0.3217 7.8506 -0.6825 -0.04 0.00 0.00
O -0.3739 9.1801 -0.9327 0.01 0.02 -0.04
C -1.3812 9.6422 -1.8170 0.01 0.00 0.02
C 0.6917 7.4335 0.1816 0.02 -0.03 0.01
C 0.8360 6.0975 0.4847 -0.06 -0.05 0.11
H -10.2306 0.6394 3.7645 -0.01 0.01 -0.01
H -8.7445 0.1533 4.6073 0.00 -0.01 0.01
H -8.8968 1.8012 3.9429 0.00 0.01 0.01
H -6.7099 1.1022 4.2268 0.00 -0.01 0.00
H -4.3295 1.0533 3.6646 0.00 0.02 -0.01
H -5.2380 -0.4705 -0.2232 0.00 0.00 0.01
H -7.6568 -0.4596 0.3525 0.01 0.01 0.00
H -3.9769 2.9042 2.0257 0.01 -0.02 0.01
H -2.1419 4.7451 1.4876 -0.02 -0.01 -0.02
H 2.8526 4.7589 -0.5473 0.00 0.03 0.04
H 4.5170 3.0203 0.5346 0.00 -0.02 -0.04
H 5.4813 1.1952 -0.9555 -0.01 0.03 0.02
H 7.8926 1.2255 -0.4359 -0.01 -0.02 0.00
H 10.5922 -0.0714 2.8048 0.01 0.00 -0.01
H 9.1294 0.3170 3.7353 0.00 0.01 0.01
H 9.2792 -1.2644 2.9246 0.00 -0.01 0.00
H 7.0916 -0.6314 3.3373 0.00 0.01 0.00
H 4.6952 -0.6078 2.8352 0.01 -0.01 0.00
H -1.3516 -4.8162 -0.9929 0.01 -0.01 0.00
H -1.4116 -7.2886 -1.1153 0.01 0.01 0.00
H 0.4802 -10.7376 0.8844 0.00 -0.01 -0.01
H 1.7543 -9.5079 1.0436 0.01 0.00 0.00
H 0.4095 -9.5614 2.2141 0.00 0.00 0.01
H 1.3972 -7.4948 2.1072 -0.01 0.00 0.01
H 1.4208 -5.0564 2.2434 0.03 0.01 -0.02
H -2.4601 -4.3206 1.6222 0.00 0.01 -0.01
H -4.2681 -2.3983 1.9886 0.00 0.02 0.00
H 2.8352 -4.2836 0.3901 -0.02 0.00 0.03
H 4.6361 -2.3502 0.5718 -0.01 0.01 0.01
H -1.7164 4.8439 -1.3322 0.00 0.00 0.01
H -1.9937 7.2069 -1.8876 0.01 0.00 0.01
H -1.2167 10.7096 -1.9288 -0.01 0.01 0.01
H -1.3034 9.1608 -2.7940 0.01 0.00 -0.01
H -2.3770 9.4685 -1.4024 -0.01 -0.01 -0.01
H 1.3560 8.1772 0.6013 -0.03 0.01 0.01
H 1.6036 5.7990 1.1876 0.05 -0.03 -0.04
N -1.3950 2.0644 -4.2066 0.09 -0.02 0.02
C -2.3552 1.1895 -3.6606 0.08 0.12 -0.07
N -3.5419 1.0564 -4.2215 -0.10 -0.07 0.01
N -4.1653 0.1493 -3.4481 0.11 0.01 0.03
N -3.3847 -0.2229 -2.4820 -0.02 0.00 -0.07
N -2.2009 0.4188 -2.5889 -0.05 0.20 -0.01
C -0.3961 2.6329 -3.4857 -0.12 -0.02 -0.14
N 0.3585 3.7035 -3.8667 0.09 0.00 0.10
N 1.1732 3.9440 -2.8686 -0.10 -0.01 -0.03
N 0.9338 3.0394 -1.9578 0.17 -0.16 0.21
N -0.0430 2.2041 -2.2966 -0.11 0.19 0.30
H -1.6545 2.5033 -5.0737 -0.01 0.04 0.01
O 1.5530 -5.4142 -5.0320 0.00 0.06 0.02
C 1.1803 -4.3049 -4.3540 0.03 -0.07 -0.04
C -0.1193 -4.0953 -3.9000 -0.01 -0.02 0.00
C -0.3842 -2.9339 -3.2040 0.02 0.08 0.02
N 0.5446 -2.0074 -2.9536 -0.10 -0.06 -0.11
C 1.7526 -2.2234 -3.4137 0.03 -0.07 0.04
Br 3.0291 -0.8542 -3.0547 -0.01 -0.01 0.03
C 2.1528 -3.3444 -4.1158 0.05 0.04 0.02
H 0.7978 -6.0022 -5.1347 -0.03 -0.04 -0.01
H -0.9023 -4.8192 -4.0910 0.00 0.01 0.02
H -1.3806 -2.7127 -2.8317 0.00 -0.01 -0.02
H 3.1654 -3.4786 -4.4655 -0.01 0.01 0.00



11
Properties=species:S:1:pos:R:3:forces:R:3 method="wB97M-V/def2-TZVPD" homo_ev=-10.568 e_lumo_ev=-0.2 energy_ha=-322.4674 smiles="[H]/N=C1/COC1=O.[H][H]" fmax_ev_per_a=0.88 gap_ev=10.36
N 0.4022 -0.3118 1.6508 0.15 -0.12 -0.60
C 0.3680 -0.1798 0.4032 0.43 -0.01 0.54
C 0.6314 0.9510 -0.5679 0.18 0.24 0.14
O 0.5124 -0.0079 -1.6636 -0.08 -0.07 -0.08
C 0.1724 -1.0448 -0.8376 -0.13 -0.86 -0.11
O -0.1391 -2.1607 -1.1121 0.23 0.73 0.14
H 0.1678 -1.2745 1.9063 0.13 0.02 0.01
H -1.6333 0.4125 1.0151 -0.64 0.22 -0.25
H -1.9837 0.5083 0.3651 -0.37 0.10 0.17
H -0.1303 1.7319 -0.6711 0.15 -0.23 0.22
H 1.6322 1.3758 -0.4881 -0.05 -0.02 -0.18



14
Properties=species:S:1:pos:R:3:forces:R:3 method="wB97M-V/def2-TZVPD" homo_ev=-8.327 e_lumo_ev=0.1 energy_ha=-374.9300 smiles="[H]/N=C1/C=CN=CNN1" fmax_ev_per_a=3.29 gap_ev=8.38
C -0.5082 -1.1589 0.0557 0.58 -0.86 2.02
C 0.5105 1.6418 -0.6240 0.45 1.71 -0.06
C 1.2966 0.3222 1.1023 0.60 -2.19 2.27
C 0.6926 -0.9439 0.9009 1.64 2.83 0.38
H -1.8947 -2.3555 -0.5135 0.62 -0.08 0.87
H -1.8870 -0.5465 -1.0540 0.09 1.18 0.06
H -1.2409 1.5639 -1.7947 2.10 -1.64 1.72
H 0.8813 2.5010 -1.2011 -1.04 -0.22 -0.40
H 2.0465 0.3586 2.0212 -1.49 -0.18 -2.17
H 1.1600 -1.7780 1.5001 -1.13 0.91 -0.92
N -1.0489 -2.3262 0.1077 -0.30 0.73 -1.50
N -1.2463 -0.0317 -0.4271 -0.52 -1.12 -0.72
N -0.5458 0.9514 -1.2036 -0.06 1.40 -0.51
N 1.2675 1.5621 0.4419 -1.54 -2.48 -1.04



9
Properties=species:S:1:pos:R:3:forces:R:3 method="wB97M-V/def2-TZVPD" homo_ev="-8.231 / -8.228" e_lumo_ev="-1.0 / -1.0" energy_ha=-799.1415 smiles="C#P=C[PH]#C" fmax_ev_per_a=6.51 gap_ev="7.27 / 7.27"
C 1.5502 -0.0024 -0.1772 -0.20 0.55 -3.53
C -0.3780 -0.3241 -1.6012 1.09 2.75 5.80
C -0.3825 0.4222 1.2585 1.06 -0.13 -0.71
P 1.3156 0.8052 1.2575 0.33 -0.96 -0.90
P -1.0500 -0.3863 -0.0304 -0.79 1.01 -0.69
H 2.3510 0.0126 -0.9717 -0.91 -0.22 1.23
H -0.1140 -1.0702 -2.2254 0.61 -2.50 -2.06
H -0.8878 0.5005 2.1464 -1.70 0.42 1.88
H -2.4044 0.0426 0.3434 0.50 -0.92 -1.03



8
Properties=species:S:1:pos:R:3:forces:R:3 method="wB97M-V/def2-TZVPD" homo_ev="-10.172 / -10.171" e_lumo_ev="-1.5 / -1.5" energy_ha=-245.9715 fmax_ev_per_a=6.28 gap_ev="8.65 / 8.65"
C 3.3038 0.0811 0.1624 -2.46 -0.57 -0.19
C 1.0915 -1.1017 0.0544 2.92 -5.51 -0.74
C -0.0479 -0.1985 -0.0718 -1.78 -1.85 0.50
N 4.0759 0.9030 -0.0956 0.21 -0.04 0.07
O 1.3638 -2.2604 0.0108 -1.22 5.16 0.41
H -0.1038 0.1510 -1.0929 0.16 0.20 -0.26
H 0.1599 0.5889 0.6020 -0.32 1.10 0.63
H -1.0496 -0.8314 0.1746 2.49 1.51 -0.41